Density functional theory data (the ωB97M-V functional and the def2-TZVPD basis) for a molecular structure, C20H28N2O3S in a non-equilibrium geometry.

Geometry as XYZ:
```
54
Properties=species:S:1:pos:R:3:nbo_charge:R:1
C -5.55298 -3.22807 -0.02248 -0.24
H -4.93134 -3.61785 -0.99596 0.18
O -5.44950 -1.73017 -0.10363 -0.45
C -4.36710 -1.19746 -0.04972 0.32
C -3.16389 -1.95183 -0.14772 -0.29
C -2.07489 -1.08959 0.10990 -0.17
C -2.16937 0.23118 0.25061 -0.28
C -3.34223 1.05070 -0.06338 0.05
C -3.46982 2.45994 -0.00626 -0.18
C -4.60088 3.00202 0.05514 -0.19
C -5.87525 2.48701 0.02827 -0.23
C -5.85946 1.01769 -0.12128 -0.08
C -4.48984 0.07799 -0.10781 -0.10
H -6.63149 0.41221 -0.02334 0.17
H -6.78355 2.77213 -0.13697 0.22
H -4.77612 4.09350 0.21340 0.21
H -2.46890 2.84477 0.18401 0.24
S -0.60970 1.27071 0.21301 2.09
O -0.38237 2.19861 -1.14631 -0.92
O -0.53696 2.08027 1.49969 -0.91
N 0.56296 0.14565 0.07425 -0.93
H 1.08158 0.33816 1.13950 0.45
C 1.42141 0.07775 -0.96239 -0.07
C 2.12126 -1.30978 -0.74377 -0.35
H 2.69616 -1.35366 -2.10747 0.14
H 1.56195 -2.15511 -0.78472 0.20
C 3.21424 -1.52720 0.24145 0.21
N 3.34947 0.16545 0.75843 -0.70
H 3.93704 -0.00977 1.63037 0.38
C 3.45603 1.15700 0.02589 0.02
C 2.45115 1.20189 -1.27923 -0.38
H 2.95038 0.86311 -2.28112 0.21
H 1.92955 2.06790 -1.33178 0.24
C 3.01271 2.25674 0.82967 -0.53
H 1.96798 2.24378 1.18303 0.22
H 3.19435 3.52004 0.34445 0.16
H 3.70130 2.42303 1.56039 0.19
C 4.84843 1.46879 -0.29819 -0.59
H 5.53354 1.53868 0.28345 0.18
H 5.05788 0.79511 -1.15054 0.19
H 4.96676 2.31933 -0.93609 0.21
C 2.54697 -2.14575 1.63573 -0.59
H 1.62393 -1.89681 1.76980 0.21
H 3.33280 -2.33296 2.25945 0.22
H 2.47443 -3.18931 1.00044 0.19
C 4.70317 -1.99655 -0.23993 -0.60
H 5.37061 -1.97651 0.60983 0.21
H 5.06073 -1.55398 -1.06010 0.22
H 4.44705 -2.88701 -0.59709 0.21
H 0.60294 0.00719 -1.81542 0.24
H -1.03180 -1.43991 0.03385 0.24
H -3.07058 -2.80500 -0.06536 0.17
H -6.46307 -3.46309 -0.24789 0.19
H -5.07767 -3.73095 0.89193 0.21
```

Computed properties:
- energy above the lowest of the compared OMol25 structures with the same formula, charge and spin (kcal/mol) = 454.6
- lowest unoccupied orbital energy (eV) = -0.04
- HOMO (eV) = -7.99
- maximum force (eV/A) = 17.7
- HOMO-LUMO gap (eV) = 7.95